1.
{
  "formula": "C26H30N4O3",
  "method": "ωB97M-V with the def2-TZVPD basis set",
  "e_above_lowest_ev": 3.391,
  "mol_weight_g_mol": 446.6,
  "lumo_ev": 0.6,
  "gap_ev": 8.2,
  "elements": ["C", "O", "C", "C", "C", "C", "C", "O", "N", "C", "C", "C", "C", "C", "C", "N", "C", "N", "C", "C", "N", "C", "C", "C", "C", "C", "C", "C", "C", "C", "C", "O", "C", "H", "H", "H", "H", "H", "H", "H", "H", "H", "H", "H", "H", "H", "H", "H", "H", "H", "H", "H", "H", "H", "H", "H", "H", "H", "H", "H", "H", "H", "H"],
  "coordinates": [[8.2153, -0.0564, 1.7677], [7.4083, 0.6884, 0.8897], [6.2379, 0.1470, 0.4663], [5.7563, -1.1006, 0.8278], [4.5394, -1.5616, 0.3464], [3.7916, -0.7778, -0.5157], [2.4856, -1.1949, -1.0891], [2.0941, -0.8096, -2.1760], [1.7558, -2.0361, -0.3111], [0.3978, -2.3926, -0.6358], [-0.6029, -1.6855, 0.3051], [-0.3642, -0.1878, 0.3207], [-0.1923, 0.5772, -0.8294], [0.0281, 1.9392, -0.7077], [0.0667, 2.4957, 0.5611], [-0.0919, 1.7830, 1.6630], [-0.2951, 0.4845, 1.5382], [-1.9503, -2.1420, 0.0114], [-2.5990, -1.7005, -1.2059], [-3.3895, -0.3932, -1.0523], [-4.3346, -0.5133, 0.0405], [-5.4670, 0.2955, 0.0458], [-5.8691, 1.0218, 1.1690], [-7.0413, 1.7550, 1.1555], [-7.8390, 1.7931, 0.0265], [-7.4498, 1.0794, -1.0955], [-6.2865, 0.3385, -1.0875], [-3.6522, -0.8104, 1.2804], [-2.8979, -2.1374, 1.1039], [4.2789, 0.4724, -0.9028], [5.4815, 0.9496, -0.4218], [6.0262, 2.1545, -0.7321], [5.3255, 2.9887, -1.6224], [9.0843, 0.5684, 1.9673], [7.6984, -0.2679, 2.7097], [8.5436, -0.9974, 1.3140], [6.3270, -1.7332, 1.4888], [4.2107, -2.5513, 0.6265], [2.0709, -2.2250, 0.6267], [0.2566, -3.4735, -0.5461], [0.2454, -2.1045, -1.6761], [-0.3890, -2.0523, 1.3191], [-0.2085, 0.1259, -1.8089], [0.1698, 2.5526, -1.5839], [0.2337, 3.5546, 0.7092], [-0.4083, -0.0550, 2.4725], [-1.8619, -1.5941, -2.0001], [-3.3007, -2.4926, -1.4927], [-3.9181, -0.1831, -1.9810], [-2.6976, 0.4428, -0.8589], [-5.2582, 1.0343, 2.0584], [-7.3261, 2.3110, 2.0374], [-8.7516, 2.3695, 0.0193], [-8.0651, 1.0920, -1.9838], [-6.0179, -0.2319, -1.9640], [-4.3881, -0.9380, 2.0754], [-2.9501, -0.0095, 1.5654], [-2.3865, -2.3992, 2.0319], [-3.6380, -2.9161, 0.8856], [3.6784, 1.0452, -1.5906], [5.9396, 3.8810, -1.7318], [4.3453, 3.2690, -1.2228], [5.1956, 2.5144, -2.6003]],
  "lowdin_charge": [-0.08, -0.06, -0.20, -0.01, -0.04, -0.14, -0.45, 0.06, 0.08, -0.12, -0.26, -0.17, -0.04, -0.04, -0.15, 0.07, -0.12, -0.13, -0.14, -0.13, -0.10, -0.23, -0.03, -0.09, -0.11, -0.09, -0.03, -0.15, -0.15, 0.05, -0.19, -0.06, -0.08, 0.10, 0.10, 0.10, 0.10, 0.11, 0.13, 0.13, 0.11, 0.14, 0.11, 0.11, 0.10, 0.12, 0.11, 0.13, 0.11, 0.12, 0.10, 0.10, 0.10, 0.10, 0.10, 0.12, 0.12, 0.12, 0.13, 0.11, 0.09, 0.10, 0.10]
}

2.
{
  "formula": "C10H26AgBr2N2O3",
  "method": "ωB97M-V with the def2-TZVPD basis set",
  "e_above_lowest_ev": 4.795,
  "mol_weight_g_mol": 490.0,
  "lumo_ev": [-1.5, -4.5],
  "spin_multiplicity": 2,
  "gap_ev": [4.8, 1.8],
  "elements": ["Ag", "Br", "Br", "C", "C", "C", "O", "C", "N", "H", "H", "H", "H", "H", "H", "H", "H", "H", "H", "H", "C", "O", "C", "C", "N", "C", "C", "O", "C", "H", "H", "H", "H", "H", "H", "H", "H", "H", "H", "H", "H", "H", "H", "H"],
  "coordinates": [[0.0506, -0.1986, -0.4713], [1.6537, -3.4178, 1.9765], [-1.8488, 3.0028, -2.9756], [4.8963, 2.7540, 1.6440], [3.4311, 2.2344, 1.6046], [2.3764, 3.1636, 2.1459], [1.0698, 2.5850, 1.9708], [-0.0015, 3.3369, 2.5451], [3.1362, 1.9461, 0.2116], [5.5110, 2.0371, 1.0996], [5.3242, 2.9132, 2.6338], [4.9986, 3.7451, 1.2021], [3.4229, 1.3323, 2.2164], [2.3726, 4.1159, 1.6156], [2.5796, 3.4760, 3.1702], [-0.9641, 3.0366, 2.1312], [0.1873, 4.3960, 2.3700], [0.0378, 3.2420, 3.6303], [3.9815, 1.4619, -0.0549], [3.2651, 2.7777, -0.3470], [-2.5015, -1.6257, 2.8670], [-2.5143, -1.3509, 1.4435], [-3.4329, -2.2122, 0.7351], [-3.4753, -1.9889, -0.7861], [-2.2430, -2.4733, -1.4115], [-2.2763, -2.4141, -2.9004], [-0.8140, -2.5528, -3.4507], [0.0592, -1.6208, -2.8565], [0.8586, -1.0446, -3.8932], [-1.8453, -0.8993, 3.3464], [-2.0984, -2.6155, 3.0808], [-3.4639, -1.6242, 3.3787], [-4.4434, -2.1890, 1.1433], [-3.1828, -3.2592, 0.9062], [-3.6113, -0.9240, -0.9747], [-4.4021, -2.4044, -1.1816], [-2.2206, -3.4446, -1.1354], [-2.7198, -1.4544, -3.1657], [-2.9849, -3.1790, -3.2180], [-0.8434, -2.4515, -4.5355], [-0.4596, -3.5758, -3.3242], [1.3974, -1.8054, -4.4579], [1.5567, -0.3637, -3.4063], [0.1808, -0.4669, -4.5218]],
  "lowdin_spin": [0.00, 0.00, 1.00, 0.00, 0.00, 0.00, 0.00, 0.00, 0.00, 0.00, 0.00, 0.00, 0.00, 0.00, 0.00, 0.00, 0.00, 0.00, 0.00, 0.00, 0.00, 0.00, 0.00, 0.00, 0.00, 0.00, 0.00, 0.00, 0.00, 0.00, 0.00, 0.00, 0.00, 0.00, 0.00, 0.00, 0.00, 0.00, 0.00, 0.00, 0.00, 0.00, 0.00, 0.00]
}

3.
{
  "formula": "C11H24Cl2N2O2PSSn",
  "method": "ωB97M-V with the def2-TZVPD basis set",
  "mol_weight_g_mol": 469.0,
  "charge": 3,
  "lumo_ev": [-13.8, -13.7],
  "gap_ev": [5.1, 5.7],
  "elements": ["C", "C", "H", "H", "H", "O", "Cl", "Sn", "P", "C", "C", "H", "H", "H", "C", "H", "H", "H", "H", "H", "H", "C", "O", "Cl", "C", "N", "C", "C", "S", "N", "C", "C", "H", "H", "H", "H", "H", "H", "H", "H", "H", "H", "H", "H"],
  "coordinates": [[0.8897, -3.7919, -1.4422], [0.5978, -2.6467, -0.5529], [-0.0388, -4.3119, -1.5600], [1.5861, -4.4471, -0.9424], [1.4258, -3.5494, -2.3641], [-0.5392, -2.2351, -0.2873], [1.9988, -1.8792, 0.0387], [-0.3396, 2.1642, 0.4898], [0.1073, 0.8157, -2.0102], [-1.3834, 1.3586, -2.9428], [1.2501, 2.1188, -2.6369], [1.5963, -0.8537, -2.9991], [0.6299, 0.0188, -4.2408], [-0.1229, -1.2819, -3.2541], [0.6034, -0.4560, -3.2453], [2.2503, 1.9314, -2.2230], [1.2885, 2.0583, -3.7361], [-1.1162, 1.4886, -4.0014], [-1.7746, 2.2975, -2.5309], [0.9117, 3.1092, -2.3044], [-2.1606, 0.5854, -2.8588], [-2.9010, 1.0851, 0.3255], [-3.7946, 0.5347, 0.7443], [0.9671, 4.1413, 1.0562], [0.5974, 1.9357, 4.1424], [1.0670, 0.5797, 4.4193], [1.4428, 0.3680, 5.8225], [0.5926, -0.4385, 3.6508], [-0.5709, -0.1307, 2.4119], [1.0772, -1.6820, 3.9233], [2.4515, -1.8646, 4.3938], [0.5227, -2.8561, 3.2580], [1.0943, 2.5980, 4.8565], [-0.4977, 1.9978, 4.2753], [0.8371, 2.2568, 3.1174], [0.8414, -0.4106, 6.2988], [2.5049, 0.1248, 5.9203], [1.2729, 1.3097, 6.3486], [2.5076, -1.8911, 5.4925], [2.8160, -2.8241, 4.0152], [3.1050, -1.0606, 4.0229], [-0.5731, -2.8454, 3.3286], [0.7970, -2.8663, 2.1902], [0.9210, -3.7540, 3.7556]],
  "lowdin_charge": [-0.05, -0.90, 0.10, 0.10, 0.11, -0.03, 0.75, 0.93, 0.78, -0.25, -0.26, 0.06, 0.09, 0.07, -0.22, 0.07, 0.08, 0.08, 0.05, 0.05, 0.07, -0.07, 0.16, 0.05, -0.07, -0.15, 0.00, -0.62, 0.76, -0.06, 0.03, -0.01, 0.12, 0.12, -0.01, 0.12, 0.10, 0.11, 0.13, 0.12, 0.14, 0.12, 0.07, 0.13]
}

4.
{
  "formula": "C57H80B9F36N11O3",
  "method": "ωB97M-V with the def2-TZVPD basis set",
  "mol_weight_g_mol": 1748.6,
  "charge": 2,
  "lumo_ev": -7.2,
  "gap_ev": 2.1,
  "elements": ["C", "C", "O", "N", "H", "H", "C", "H", "H", "H", "H", "H", "H", "C", "C", "O", "N", "H", "H", "C", "H", "H", "H", "H", "H", "H", "C", "C", "O", "N", "H", "H", "C", "H", "H", "H", "H", "H", "H", "C", "N", "C", "C", "C", "C", "C", "C", "C", "C", "N", "C", "C", "C", "H", "H", "H", "H", "H", "H", "H", "H", "H", "H", "H", "H", "H", "H", "C", "N", "C", "C", "C", "C", "C", "C", "C", "C", "N", "C", "C", "C", "H", "H", "H", "H", "H", "H", "H", "H", "H", "H", "H", "H", "H", "H", "C", "N", "C", "C", "C", "C", "C", "C", "C", "C", "N", "C", "C", "C", "H", "H", "H", "H", "H", "H", "H", "H", "H", "H", "H", "H", "H", "H", "C", "N", "C", "C", "C", "C", "C", "C", "C", "C", "N", "C", "C", "C", "H", "H", "H", "H", "H", "H", "H", "H", "H", "H", "H", "H", "H", "H", "B", "F", "F", "F", "F", "B", "F", "F", "F", "F", "B", "F", "F", "F", "F", "B", "F", "F", "F", "F", "B", "F", "F", "F", "F", "B", "F", "F", "F", "F", "B", "F", "F", "F", "F", "B", "F", "F", "F", "F", "B", "F", "F", "F", "F"],
  "coordinates": [[11.6196, -3.6308, 4.9752], [12.9422, -3.7927, 4.2796], [13.1515, -3.4063, 3.1153], [13.9613, -4.5861, 5.0694], [14.6661, -3.9747, 5.4560], [13.4978, -4.9693, 5.8808], [14.7045, -5.6259, 4.1779], [11.0663, -2.7581, 4.6283], [11.7422, -3.4595, 6.0446], [10.9056, -4.4542, 4.9943], [15.2557, -5.0114, 3.4662], [14.0115, -6.3308, 3.7187], [15.3546, -6.2120, 4.8274], [10.2412, -0.4448, 12.6015], [10.3521, 1.0814, 12.6334], [11.3463, 1.7714, 12.3876], [9.0583, 1.7976, 13.0239], [8.2347, 1.2130, 13.0187], [9.1874, 1.9706, 14.0105], [8.7465, 3.1380, 12.2070], [11.2314, -0.8946, 12.5283], [9.5885, -0.9518, 11.8909], [9.9326, -0.7064, 13.6137], [8.7447, 2.7815, 11.1769], [9.5784, 3.8198, 12.3833], [7.7281, 3.4882, 12.3751], [-3.9653, -2.0649, 9.6808], [-2.6430, -2.5356, 9.1207], [-1.8520, -1.7477, 8.6110], [-2.3774, -4.0712, 9.0214], [-1.7399, -4.3334, 9.7596], [-3.2045, -4.6216, 9.2032], [-1.8116, -4.4972, 7.6580], [-3.9878, -2.4207, 10.7108], [-4.7902, -2.4940, 9.1121], [-4.1721, -0.9974, 9.7568], [-0.9126, -3.8944, 7.5301], [-2.5330, -4.2666, 6.8742], [-1.5856, -5.5555, 7.7888], [-0.9990, 8.6139, 3.6708], [-0.1537, 7.4033, 4.0106], [1.1624, 7.4098, 3.6737], [1.9086, 6.2809, 4.0636], [1.3464, 5.1064, 4.5569], [-0.0318, 5.1202, 4.8155], [-0.7570, 6.3053, 4.5555], [2.1329, 3.8552, 4.9353], [1.6135, 2.5737, 4.5928], [2.3215, 1.4119, 4.9774], [3.5294, 1.5461, 5.6133], [4.0614, 2.7736, 5.8802], [3.4319, 3.9830, 5.5341], [4.2990, 0.3125, 5.9077], [-0.8098, 9.3409, 4.4606], [-2.0387, 8.3213, 3.5242], [-0.6708, 8.9883, 2.7012], [1.4741, 8.2927, 3.1354], [2.9189, 6.1206, 3.7172], [-0.5515, 4.2735, 5.2391], [-1.8129, 6.4342, 4.7422], [0.7168, 2.3615, 4.0296], [2.0698, 0.3810, 4.7764], [5.0104, 2.7063, 6.3913], [3.7656, 4.9625, 5.8434], [5.0799, 0.4813, 6.6492], [4.6404, -0.0762, 4.9483], [3.5784, -0.4389, 6.2307], [-9.6052, 7.5515, 6.1217], [-9.2432, 8.5118, 5.0422], [-9.0043, 7.8466, 3.8692], [-8.6125, 8.6819, 2.8508], [-8.4464, 10.0702, 2.9399], [-8.6905, 10.7066, 4.2223], [-9.0642, 9.8302, 5.3087], [-8.1080, 10.9129, 1.7748], [-8.3406, 10.5218, 0.4522], [-7.9546, 11.3173, -0.6231], [-7.2472, 12.4521, -0.3792], [-7.0177, 12.9081, 0.8811], [-7.4000, 12.1199, 2.0062], [-6.7814, 13.3357, -1.4357], [-10.2726, 7.9205, 6.9005], [-8.6532, 7.0854, 6.3757], [-10.2238, 6.8333, 5.5836], [-8.9463, 6.7689, 3.8282], [-8.3758, 8.2465, 1.8912], [-8.7091, 11.7626, 4.4478], [-9.1952, 10.1895, 6.3187], [-8.7734, 9.5586, 0.2256], [-8.1117, 11.0638, -1.6611], [-6.5207, 13.8603, 0.9941], [-7.2320, 12.5026, 3.0021], [-5.9621, 12.8097, -1.9257], [-6.5421, 14.3490, -1.1131], [-7.5366, 13.4272, -2.2164], [-1.7706, 11.4794, 19.4127], [-1.3436, 10.5255, 18.3768], [-1.2734, 10.9054, 17.1460], [-0.9021, 9.9687, 16.1588], [-0.5749, 8.6400, 16.3930], [-0.6172, 8.2843, 17.8019], [-0.9266, 9.2726, 18.7396], [-0.3090, 7.6538, 15.3330], [0.4139, 8.0049, 14.1785], [0.6329, 7.1578, 13.1246], [0.2236, 5.9380, 13.2969], [-0.4358, 5.4322, 14.3990], [-0.7486, 6.2949, 15.4810], [0.4088, 4.9644, 12.1510], [-2.4487, 10.9753, 20.1013], [-2.3559, 12.2489, 18.9093], [-0.8689, 11.8652, 19.8882], [-1.4405, 11.9336, 16.8609], [-0.9474, 10.3122, 15.1359], [-0.4128, 7.3073, 18.2142], [-0.8419, 9.1101, 19.8039], [0.8146, 8.9833, 13.9579], [1.0128, 7.3570, 12.1334], [-0.8986, 4.4617, 14.2966], [-1.3218, 5.8153, 16.2606], [0.3296, 3.8935, 12.3378], [1.2562, 5.1150, 11.4823], [-0.3645, 5.3250, 11.4728], [1.6703, 4.2034, -3.7702], [0.4997, 3.5482, -3.0590], [0.0595, 2.4333, -3.6165], [-0.9589, 1.6978, -2.8888], [-1.4896, 2.2271, -1.7262], [-0.8339, 3.3039, -1.1399], [0.1260, 4.0549, -1.8594], [-2.6429, 1.6063, -1.0031], [-2.6223, 0.2295, -0.7817], [-3.7182, -0.3729, -0.0875], [-4.7846, 0.4024, 0.3065], [-4.8154, 1.7504, 0.0400], [-3.7477, 2.3347, -0.6347], [-5.9072, -0.2452, 0.9502], [2.5105, 4.3326, -3.0880], [1.2758, 5.1302, -4.1867], [2.0154, 3.4697, -4.4988], [0.4940, 2.0734, -4.5374], [-1.2515, 0.7096, -3.2116], [-1.0577, 3.7358, -0.1756], [0.6258, 4.9721, -1.5849], [-1.8023, -0.4286, -1.0284], [-3.8898, -1.4268, 0.0749], [-5.6518, 2.3555, 0.3575], [-3.8373, 3.3812, -0.8860], [-6.7934, 0.3895, 0.9550], [-5.5404, -0.3829, 1.9674], [-6.0810, -1.2224, 0.4998], [6.4190, 9.4378, 0.0620], [7.0088, 8.6863, 1.0708], [7.3968, 10.0843, -0.6266], [5.7657, 8.6003, -0.8568], [5.5736, 10.2685, 0.6593], [4.4108, -0.0582, 12.4236], [4.1982, 1.2109, 12.9106], [3.1788, -0.7108, 12.2617], [4.9126, 0.1710, 11.1860], [5.3285, -0.7265, 13.1535], [4.4866, 1.5746, 0.0028], [3.4781, 0.6190, -0.0297], [5.5373, 1.1163, 0.7684], [4.8710, 1.7934, -1.2842], [4.1945, 2.7981, 0.5407], [4.4450, -6.9520, 3.4347], [5.5927, -6.1730, 3.2444], [3.7737, -7.3095, 2.2628], [4.7152, -8.1933, 4.0117], [3.6810, -6.1834, 4.3063], [6.4920, 8.5985, 10.2246], [7.7817, 8.1428, 9.9850], [6.3486, 8.7925, 11.5758], [6.3923, 9.8036, 9.5501], [5.5570, 7.6865, 9.8100], [10.7882, 2.5812, 6.2753], [10.4661, 1.6109, 7.2421], [10.4512, 2.1066, 5.0130], [10.1380, 3.7474, 6.4910], [12.1733, 2.7927, 6.2784], [-2.5509, 9.5901, 9.0750], [-3.2300, 10.5252, 8.3308], [-3.3190, 8.4631, 9.0075], [-1.2605, 9.5270, 8.5352], [-2.4470, 9.9531, 10.3640], [-5.7005, 2.6599, 5.6470], [-6.9903, 2.2083, 5.8507], [-5.3579, 3.2582, 6.8163], [-4.7994, 1.6216, 5.3613], [-5.7032, 3.5916, 4.7031], [-2.3030, 9.0385, -2.0551], [-2.9609, 8.1877, -1.1608], [-2.4774, 8.5140, -3.3181], [-3.0019, 10.2781, -2.1380], [-1.0013, 9.3546, -1.8949]],
  "lowdin_charge": [0.02, -0.33, 0.16, 0.10, 0.18, 0.16, 0.06, 0.12, 0.09, 0.11, 0.11, 0.11, 0.10, 0.03, -0.33, 0.16, 0.10, 0.16, 0.17, 0.09, 0.10, 0.11, 0.09, 0.11, 0.10, 0.10, 0.02, -0.32, 0.16, 0.10, 0.18, 0.17, 0.05, 0.10, 0.10, 0.11, 0.11, 0.11, 0.11, 0.05, -0.08, 0.07, 0.07, -0.13, 0.04, 0.03, -0.09, 0.05, 0.04, -0.08, 0.06, 0.10, 0.05, 0.12, 0.10, 0.11, 0.16, 0.15, 0.13, 0.14, 0.12, 0.14, 0.16, 0.14, 0.12, 0.13, 0.10, 0.04, -0.09, 0.04, 0.04, -0.10, 0.10, 0.06, -0.13, 0.05, 0.06, -0.08, 0.06, 0.08, 0.03, 0.12, 0.13, 0.10, 0.16, 0.13, 0.12, 0.15, 0.13, 0.16, 0.15, 0.12, 0.13, 0.12, 0.11, 0.05, -0.10, 0.01, 0.06, -0.10, 0.08, 0.03, -0.10, 0.07, 0.02, -0.06, 0.05, 0.07, 0.05, 0.12, 0.11, 0.12, 0.16, 0.14, 0.13, 0.15, 0.15, 0.18, 0.15, 0.13, 0.11, 0.12, 0.11, 0.08, -0.07, 0.05, 0.08, -0.15, 0.06, 0.07, -0.14, 0.08, 0.06, -0.10, 0.05, 0.04, 0.02, 0.13, 0.12, 0.10, 0.15, 0.13, 0.13, 0.16, 0.14, 0.15, 0.15, 0.14, 0.11, 0.12, 0.11, -1.44, 0.09, 0.13, 0.06, 0.16, -1.44, 0.10, 0.08, 0.12, 0.15, -1.42, 0.08, 0.11, 0.13, 0.11, -1.31, 0.08, 0.08, 0.08, 0.07, -1.40, 0.10, 0.10, 0.10, 0.10, -1.36, 0.05, 0.09, 0.14, 0.08, -1.44, 0.10, 0.11, 0.08, 0.14, -1.46, 0.10, 0.13, 0.07, 0.16, -1.35, 0.07, 0.10, 0.03, 0.16]
}